No. 1
The following is a DFT calculation (ωB97M-V/def2-TZVPD) of a cluster of 2 separate species, BrH4N2OP in total at a distorted geometry.

Output
LUMO (alpha / beta) ... 0.518 / -4.506 eV
Gap between HOMO and LUMO (alpha / beta) ... 6.259 / 5.807 eV
<S²> ... 2.01
DFT total energy ... -84419.4117 eV
2S+1 ... 3
Highest occupied orbital energy (alpha / beta) ... -5.74 / -10.31 eV
Relative energy (zero: lowest compared OMol25 entry of this formula, charge and spin) ... 42.62 kcal per mole

Each line ends with the Löwdin spin population.
Positions of all 9 atoms, in Å:
N 2.00347 1.03916 0.05512  0.8889
N 1.03555 -1.35927 -0.10282  0.1779
O -0.75423 0.50269 -0.17801  0.2104
P 0.67077 0.29569 -0.10082  0.6240
Br -4.19292 0.62153 -0.05047  0.0201
H 1.88364 2.04939 0.17312  0.0429
H 0.32026 -1.81456 0.46689  0.0158
H 1.93547 -1.46203 0.33987  0.0130
H -2.90202 0.12740 -0.60289  0.0071

No. 2
The following is a DFT calculation (ωB97M-V/def2-TZVPD) of a structure of composition BrH4O3V at a distorted geometry.

Output
LUMO (alpha / beta) ... -9.367 / -8.045 eV
Gap between HOMO and LUMO (alpha / beta) ... 4.785 / 6.124 eV
<S²> ... 0.96
DFT total energy ... -101926.9896 eV
2S+1 ... 2
Highest occupied orbital energy (alpha / beta) ... -14.15 / -14.17 eV
Relative energy (zero: lowest compared OMol25 entry of this formula, charge and spin) ... 11.02 kcal per mole
Total charge ... +1

Each line ends with the Löwdin spin population.
Positions of all 9 atoms, in Å:
O -3.09771 -1.00287 1.39382  -0.3109
V -2.58550 -2.05102 0.36650  1.5536
Br -0.76421 -0.55418 -0.91167  -0.2246
O 0.71279 -0.13752 2.26879  -0.0065
H 0.66013 0.12940 1.34973  0.0006
H 1.25484 -0.93009 2.28150  0.0002
O 1.26809 1.85025 -2.43709  -0.0087
H 2.00223 1.23694 -2.37146  -0.0001
H 0.54936 1.45908 -1.94010  -0.0036

No. 3
The following is a DFT calculation (ωB97M-V/def2-TZVPD) of a cluster of 2 separate species, BrHIP in total at a distorted geometry.

Output
LUMO (alpha / beta) ... -1.070 / -1.788 eV
Gap between HOMO and LUMO (alpha / beta) ... 7.642 / 8.145 eV
DFT total energy ... -87445.6531 eV
2S+1 ... 1
Highest occupied orbital energy (alpha / beta) ... -8.71 / -9.93 eV
Relative energy (zero: lowest compared OMol25 entry of this formula, charge and spin) ... 68.69 kcal per mole

Each line ends with the natural charge from an NBO analysis.
Positions of all 4 atoms, in Å:
P -0.55942 0.66497 -0.13568  0.2825
Br 0.51352 1.31748 1.79327  -0.2215
I -0.98026 -1.67897 0.29966  -0.0663
H 1.02617 -0.30348 -1.95725  0.0053

No. 4
The following is a DFT calculation (ωB97M-V/def2-TZVPD) of a structure of composition BrHNO at a distorted geometry.

Output
LUMO (alpha / beta) ... 4.386 / 4.385 eV
Gap between HOMO and LUMO (alpha / beta) ... 7.654 / 7.656 eV
DFT total energy ... -73595.3079 eV
2S+1 ... 1
Highest occupied orbital energy (alpha / beta) ... -3.27 / -3.27 eV
Relative energy (zero: lowest compared OMol25 entry of this formula, charge and spin) ... 0.19 kcal per mole
Total charge ... -1

Each line ends with the natural charge from an NBO analysis.
Positions of all 4 atoms, in Å:
N 0.35071 0.29306 -0.28537  -0.1359
O 0.72370 -0.62414 -1.12196  -0.4747
Br -0.52468 -0.42112 1.84091  -0.6660
H -0.54973 0.75220 -0.43358  0.2766

No. 5
The following is a DFT calculation (ωB97M-V/def2-TZVPD) of a cluster of 2 separate species, BrHNO2S in total at a distorted geometry.

Output
LUMO (alpha / beta) ... 3.677 / 3.677 eV
Gap between HOMO and LUMO (alpha / beta) ... 7.192 / 7.191 eV
DFT total energy ... -86478.6612 eV
2S+1 ... 1
Highest occupied orbital energy (alpha / beta) ... -3.51 / -3.51 eV
Relative energy (zero: lowest compared OMol25 entry of this formula, charge and spin) ... 16.56 kcal per mole
Total charge ... -1

Each line ends with the natural charge from an NBO analysis.
Positions of all 6 atoms, in Å:
N 0.78709 -1.01725 0.33806  -0.9677
O -1.06726 1.30145 1.09191  -0.9461
O -1.89502 0.08559 -0.75369  -0.9675
S -0.73109 0.82948 -0.22501  1.5928
Br 2.34004 -0.06351 0.13767  -0.0028
H 0.56624 -1.13576 -0.58896  0.2913